[1]
Density functional theory data (ωB97M-V with the def2-TZVPD basis set) for C22H44CeN3OP3Se as an isolated structure at a distorted geometry.

Computed properties:
Highest occupied orbital energy (alpha / beta) (eV): -16.34 / -16.27
E_LUMO (alpha / beta) (eV): -8.64 / -12.24
Orbital gap (alpha / beta) (eV): 7.70 / 4.03
2S+1: 2
Net charge: +3

```
75
Properties=species:S:1:pos:R:3:lowdin_spin:R:1
Ce -0.05050 0.15358 0.35743 -0.02
P 1.01478 2.49883 1.71696 0.00
P -1.35216 1.94009 -1.48381 0.00
P 1.55510 -1.94506 1.69912 0.00
H -0.69041 -2.64318 -4.13056 0.00
C -0.60946 -3.27909 -3.23862 0.00
C -1.68751 -3.59494 -2.52205 0.00
H -2.70606 -3.32740 -2.87700 0.00
C 2.50521 3.47270 1.38634 0.00
C -0.26865 3.81172 1.91905 0.00
C 1.28598 2.00192 3.48206 0.00
C -1.96591 1.15339 -3.02253 0.00
C -2.81951 2.89390 -0.96190 0.00
C -0.27150 3.24856 -2.15890 0.00
C 1.39611 -3.61492 0.95155 0.00
C 1.02041 -2.24852 3.42491 0.00
C 3.37612 -1.78117 1.88756 0.00
H 0.38180 -3.63363 -2.91789 0.00
H -1.60016 -4.22156 -1.61634 0.00
H 2.49333 4.37739 1.98932 0.00
H 2.55029 3.74342 0.33353 0.00
H 3.40517 2.90373 1.61523 0.00
H 0.14509 4.59906 2.56620 0.00
H -1.17979 3.40097 2.38187 0.00
H -0.55200 4.25376 0.95144 0.00
H 1.58031 2.89553 4.05248 0.00
H 2.08585 1.24771 3.55558 0.00
H 0.37195 1.56651 3.91585 0.00
H -1.73743 1.78973 -3.88761 0.00
H -3.04891 0.97179 -2.98361 0.00
H -1.44759 0.19298 -3.14090 0.00
H -3.08676 3.59463 -1.76982 0.00
H -2.59936 3.45144 -0.03717 0.00
H -3.65566 2.20351 -0.76913 0.00
H -0.79356 3.72522 -2.99842 0.00
H 0.66834 2.78991 -2.50222 0.00
H -0.02763 3.99533 -1.39293 0.00
H 2.34453 -4.15887 1.04632 0.00
H 1.13786 -3.51303 -0.11202 0.00
H 0.59696 -4.18320 1.44437 0.00
H 1.67801 -2.98512 3.90601 0.00
H -0.01394 -2.61683 3.43627 0.00
H 1.04343 -1.31012 3.99524 0.00
H 3.78282 -2.75800 2.18991 0.00
H 3.62649 -1.02576 2.64910 0.00
H 3.83134 -1.46415 0.93586 0.00
C 2.96662 -0.22176 -2.76004 0.00
C 2.65047 -1.16488 -3.78572 0.26
C 3.62514 -1.52544 -4.72055 0.21
C 4.93213 -1.04982 -4.62307 0.01
C 5.28466 -0.22281 -3.54830 0.26
C 4.33101 0.14219 -2.59967 0.24
Se 1.84742 0.64732 -1.49315 -0.01
H 0.24017 -1.19159 -0.52705 0.00
H 1.63355 -1.60173 -3.81750 0.01
H 3.37116 -2.20718 -5.53866 0.01
H 5.68995 -1.33838 -5.34074 0.00
H 6.30926 0.14040 -3.42892 0.01
H 4.59012 0.72069 -1.71527 0.01
C -3.27678 -0.18821 4.38259 0.00
N -3.46048 -0.41233 2.94123 0.00
C -4.71508 -0.66951 2.46173 0.00
C -4.90170 -0.87201 1.12299 0.00
C -3.78461 -0.85805 0.27838 0.00
N -2.54840 -0.55415 0.75298 0.00
C -2.41178 -0.31481 2.08561 0.00
O -1.25190 0.01459 2.52947 0.00
N -3.88533 -1.08465 -1.04345 0.00
H -4.25072 -0.35207 4.83669 0.00
H -2.95012 0.83346 4.58697 0.00
H -2.55745 -0.89359 4.80452 0.00
H -5.48884 -0.68294 3.20779 0.00
H -5.88723 -1.04338 0.72267 0.00
H -4.76572 -1.38432 -1.42615 0.00
H -3.04835 -1.23781 -1.61151 0.00
```

[2]
Density functional theory data (ωB97M-V with the def2-TZVPD basis set) for C22H44Cl2O6PdSi as an isolated structure at a distorted geometry.

Computed properties:
Highest occupied orbital energy (alpha / beta) (eV): -1.09 / -0.71
E_LUMO (alpha / beta) (eV): 4.59 / 2.57
Orbital gap (alpha / beta) (eV): 5.68 / 3.28
2S+1: 5
Net charge: -2

```
76
Properties=species:S:1:pos:R:3:lowdin_spin:R:1
C 0.26668 -1.37854 -3.92671 0.31
C 1.05956 -0.33899 -4.49649 0.28
C 0.21417 0.75093 -4.76957 0.28
C 2.51732 -0.42111 -4.79096 0.03
C -1.08326 0.40573 -4.37884 0.29
C -1.09906 -0.92940 -3.91783 0.31
C -2.26323 -1.73643 -3.54596 0.04
C 0.69185 -2.76438 -3.63551 0.04
C 0.67612 2.07445 -5.28883 0.04
C -2.31119 1.28901 -4.44050 0.03
Pd 0.85835 -0.01113 -1.46055 1.39
Cl 1.06002 1.97776 -2.09858 0.23
Cl 2.93150 -1.09094 -1.68441 0.11
O -1.20059 0.41984 -1.28620 0.28
H 3.00545 -1.11263 -4.10933 0.00
H 2.97380 0.60727 -4.58320 0.01
H 2.72202 -0.69838 -5.80059 0.01
H 1.32559 2.53551 -4.54383 0.02
H -0.19877 2.73959 -5.42544 0.00
H 1.20987 1.96462 -6.23478 0.01
H -1.98642 2.32637 -4.52887 0.00
H -2.88731 1.14956 -3.56195 0.00
H -2.91283 1.02862 -5.35331 0.01
H -3.10008 -1.04392 -3.27156 0.00
H -2.05162 -2.35684 -2.67272 0.01
H -2.60011 -2.34387 -4.39256 0.02
H 1.77635 -2.75002 -3.35243 0.00
H 0.58516 -3.38740 -4.50953 0.02
H 0.14593 -3.16025 -2.75877 0.01
H -1.22357 1.33432 -0.98185 0.00
O -1.39471 -3.24096 -0.60885 0.08
H -1.27467 -2.15666 -0.47150 0.00
C 1.03058 3.47435 3.32186 0.00
C 1.99179 2.33298 2.96242 0.00
C 2.46807 2.55722 1.53978 0.00
C 3.20573 2.34440 3.88213 0.00
O 1.30732 1.06031 3.16412 0.00
Si 0.32287 0.32308 2.02467 0.01
O 0.84940 0.21681 0.64788 0.12
O -0.10526 -1.08095 2.83658 0.00
C 0.67759 -2.31252 2.94368 0.00
C 1.89067 -2.30488 2.05523 0.00
C 1.08465 -2.44433 4.39365 0.00
C -0.17646 -3.48412 2.47019 0.00
O -1.12453 1.18828 2.18207 0.00
C -2.49037 0.74520 2.24633 0.00
C -2.81109 -0.38653 1.29316 0.00
C -2.85019 0.32874 3.67652 0.00
C -3.36698 1.96181 1.84646 0.00
H 1.53856 4.42885 3.18465 0.00
H 0.70877 3.37971 4.36139 0.00
H 0.15336 3.44117 2.66992 0.00
H 3.09120 3.47467 1.49913 0.00
H 3.08257 1.72457 1.17656 0.00
H 1.68327 2.72865 0.79259 0.00
H 2.89361 2.22889 4.92936 0.00
H 3.89247 1.52340 3.63306 0.00
H 3.75775 3.29046 3.78147 0.00
H 2.62013 -1.51958 2.28283 0.00
H 2.42547 -3.25404 2.19881 0.00
H 1.63364 -2.23107 0.97119 0.00
H 0.20506 -2.49763 5.06030 0.00
H 1.68821 -3.35026 4.58434 0.00
H 1.70786 -1.58120 4.68753 0.00
H -1.11042 -3.55227 3.04497 0.00
H -0.42076 -3.38816 1.40089 0.00
H 0.36711 -4.42963 2.60440 0.00
H -2.34865 -1.33676 1.61516 0.00
H -3.91439 -0.57105 1.29041 0.00
H -2.46223 -0.16921 0.28845 0.00
H -2.61962 1.13965 4.37799 0.00
H -3.91742 0.10232 3.74665 0.00
H -2.29078 -0.55451 3.95974 0.00
H -3.14455 2.79238 2.50124 0.00
H -3.12966 2.25205 0.82233 0.00
H -4.42675 1.72701 1.92996 0.00
```